This record from the OMol25 dataset describes a 2-piece molecular cluster, C9H13NO overall. The level of theory is ωB97M-V/def2-TZVPD.

Its HOMO energy is -8.4 eV. Its energy above the lowest of the compared OMol25 structures with the same formula, charge and spin is 122.6 kcal/mol. The orbital gap comes out at 9.121 eV. Its strongest force on any atom is 0.093 Eh/bohr. Its molar mass is 151.21 g mol⁻¹. The energy comes out at -13076.757 eV.

The geometry in XYZ format:
```
24
C9H13NO | the OMol25 dataset | ωB97M-V/def2-TZVPD
C -0.548 -0.301 1.316
C -0.545 -1.794 0.698
C 0.586 -3.882 0.429
C 0.966 2.760 -0.005
C 1.015 2.922 -1.333
C 0.036 2.390 -2.222
C -0.937 1.482 -1.782
C -1.002 1.398 -0.324
C -0.026 1.945 0.553
H 0.187 -0.375 2.065
H -1.599 0.203 1.649
H -0.003 0.304 0.571
H 0.683 -2.602 2.193
H 0.262 -3.434 -0.558
H 1.635 -4.042 0.496
H -0.008 -4.854 0.690
H 1.792 3.121 0.677
H 1.724 3.532 -1.839
H 0.183 2.670 -3.302
H -1.642 0.890 -2.498
H -1.560 0.403 0.078
H -0.345 1.834 1.549
N 0.150 -2.787 1.326
O -1.004 -1.783 -0.425
```

***

This record from the OMol25 dataset describes C51H44BrGeN4NaO3Si as an isolated structure. The level of theory is ωB97M-V/def2-TZVPD.

As for the net charge: -2. Its HOMO energy (alpha / beta) is -0.7 / 0.4 eV. Its energy above the lowest of the compared OMol25 structures with the same formula, charge and spin is 26.6 kcal/mol. The orbital gap (alpha / beta) comes out at 4.296 / 3.221 eV. Its strongest force on any atom is 0.037 Eh/bohr. Its molar mass is 964.53 g mol⁻¹. The energy comes out at -204561.111 eV.

The geometry in XYZ format:
```
106
C51H44BrGeN4NaO3Si | the OMol25 dataset | ωB97M-V/def2-TZVPD
Na -0.725 0.671 1.079
Br 6.773 3.466 0.550
C 5.195 2.383 0.639
C 5.323 1.007 0.518
C 4.147 0.265 0.626
C 2.908 0.843 0.823
O 1.806 0.030 0.973
C 2.760 2.263 0.877
C 1.578 3.044 0.965
N 0.306 2.652 1.026
C -0.664 3.609 0.925
C -0.465 4.875 0.351
C -1.494 5.817 0.244
C -2.768 5.541 0.670
C -3.048 4.258 1.197
C -4.353 3.864 1.558
C -4.583 2.605 2.035
C -3.488 1.746 2.206
N -2.256 2.076 1.900
C -2.015 3.294 1.356
C 3.984 2.995 0.819
H 6.280 0.533 0.362
H 4.215 -0.816 0.569
H 1.791 4.112 1.020
H 0.499 5.112 -0.073
H -1.283 6.781 -0.207
H -3.562 6.272 0.582
H -5.165 4.572 1.428
H -5.583 2.265 2.268
H -3.628 0.744 2.600
H 3.933 4.073 0.905
N 0.885 2.303 9.210
C 0.791 1.927 8.105
C 0.680 1.469 6.786
C -0.055 0.277 6.454
C -0.124 -0.128 5.150
N 0.467 0.504 4.097
C 1.156 1.639 4.413
C 1.291 2.150 5.674
H -0.545 -0.293 7.236
H -0.682 -1.030 4.902
H 1.619 2.148 3.569
H 1.850 3.063 5.841
O -3.888 -0.231 -1.271
C -2.775 0.189 -0.907
O -1.997 -0.346 -0.054
C -2.183 1.380 -1.685
C -1.014 0.890 -2.572
Ge -1.260 -0.887 -3.405
C -2.636 -0.801 -4.820
C -3.397 0.340 -5.064
C -4.391 0.348 -6.036
C -4.635 -0.792 -6.790
C -3.877 -1.936 -6.571
C -2.890 -1.936 -5.594
C -1.601 -2.562 -2.445
C -0.589 -3.223 -1.751
C -0.841 -4.411 -1.078
C -2.123 -4.944 -1.072
C -3.147 -4.281 -1.737
C -2.886 -3.103 -2.424
C 0.401 -1.192 -4.461
C 1.023 -0.122 -5.111
C 2.143 -0.312 -5.910
C 2.680 -1.583 -6.066
C 2.086 -2.659 -5.422
C 0.955 -2.463 -4.636
H -1.830 2.141 -0.986
H -2.974 1.802 -2.304
H -0.099 0.825 -1.979
H -0.828 1.581 -3.397
H -3.222 1.235 -4.475
H -4.982 1.242 -6.199
H -5.418 -0.793 -7.539
H -4.057 -2.829 -7.159
H -2.308 -2.838 -5.424
H 0.410 -2.801 -1.725
H -0.040 -4.913 -0.547
H -2.326 -5.862 -0.533
H -4.156 -4.674 -1.707
H -3.694 -2.583 -2.923
H 0.627 0.881 -4.991
H 2.600 0.534 -6.411
H 3.557 -1.732 -6.685
H 2.505 -3.653 -5.529
H 0.495 -3.316 -4.152
C 2.523 -2.744 0.233
Si 1.798 -1.544 1.497
C 0.029 -2.033 1.795
C 2.740 -1.801 3.101
C 3.361 -0.770 3.810
C 3.933 -1.000 5.053
C 3.905 -2.272 5.611
C 3.294 -3.311 4.921
C 2.716 -3.072 3.682
H 2.046 -3.723 0.343
H 3.600 -2.884 0.349
H 2.341 -2.399 -0.791
H -0.018 -3.112 1.977
H -0.639 -1.815 0.953
H -0.367 -1.524 2.681
H 3.374 0.232 3.400
H 4.382 -0.178 5.598
H 4.343 -2.447 6.586
H 3.254 -4.304 5.358
H 2.220 -3.889 3.160
```

***

This record from the OMol25 dataset describes C16H22N2O3Pd as an isolated structure. The level of theory is ωB97M-V/def2-TZVPD.

Its HOMO energy is -5.4 eV. Its energy above the lowest of the compared OMol25 structures with the same formula, charge and spin is 0.0 kcal/mol. The orbital gap comes out at 6.070 eV. Its strongest force on any atom is 0.004 Eh/bohr. Its molar mass is 396.78 g mol⁻¹. The energy comes out at -29548.582 eV.

The geometry in XYZ format:
```
44
C16H22N2O3Pd | the OMol25 dataset | ωB97M-V/def2-TZVPD
Pd 0.364 0.063 -1.161
C 3.024 1.186 -2.467
O 2.604 0.817 -1.165
C 2.966 1.742 -0.153
C 2.099 2.987 -0.125
O 0.744 2.667 0.111
C 0.245 2.961 1.396
C 0.940 2.236 2.544
O 1.051 0.843 2.396
C -0.189 0.188 2.193
H 4.104 1.380 -2.477
H 2.793 0.349 -3.120
H 2.492 2.069 -2.831
H 2.851 1.202 0.786
H 4.018 2.029 -0.284
H 2.490 3.666 0.642
H 2.145 3.517 -1.081
H 0.298 4.040 1.601
H -0.810 2.685 1.355
H 1.963 2.600 2.667
H 0.391 2.487 3.466
H -0.931 0.519 2.931
H -0.566 0.353 1.177
H -0.010 -0.877 2.321
C -3.725 0.691 -1.213
C -4.210 -0.324 -0.401
C -3.395 -1.419 -0.161
C -2.119 -1.451 -0.708
N -1.641 -0.466 -1.497
C -2.457 0.572 -1.753
C -1.192 -2.578 -0.435
C -1.633 -3.899 -0.413
C -0.713 -4.904 -0.171
C 0.616 -4.560 0.035
C 0.963 -3.220 -0.009
N 0.085 -2.245 -0.232
H -4.326 1.560 -1.444
H -5.199 -0.267 0.033
H -3.726 -2.230 0.472
H -2.066 1.315 -2.433
H -2.671 -4.130 -0.610
H -1.025 -5.940 -0.156
H 1.369 -5.312 0.229
H 1.988 -2.904 0.147
```

***

This record from the OMol25 dataset describes C35H37N2OP2PtS4 as an isolated structure. The level of theory is ωB97M-V/def2-TZVPD.

As for the net charge: +3. Its HOMO energy (alpha / beta) is -15.2 / -15.2 eV. Its energy above the lowest of the compared OMol25 structures with the same formula, charge and spin is 0.0 kcal/mol. The orbital gap (alpha / beta) comes out at 7.467 / 2.682 eV. Its strongest force on any atom is 0.081 Eh/bohr. Its molar mass is 886.99 g mol⁻¹. The spin multiplicity is 5. The energy comes out at -107058.617 eV.

The geometry in XYZ format:
```
82
C35H37N2OP2PtS4 | the OMol25 dataset | ωB97M-V/def2-TZVPD
Pt -0.221 2.064 0.755
O 2.222 -1.584 0.581
N 2.780 1.375 -1.706
C 3.905 0.746 -2.195
C 5.090 1.187 -2.788
C 5.183 2.557 -2.979
C 4.106 3.303 -2.472
C 2.905 2.740 -1.858
S 1.624 3.719 -1.356
H 3.804 -0.344 -2.076
H 5.850 0.514 -3.173
H 6.030 3.036 -3.433
H 4.200 4.372 -2.658
C -2.522 3.266 2.877
C -1.990 4.634 2.456
S -0.572 4.426 1.292
C 1.010 4.369 2.191
C 1.169 3.286 3.243
S 1.043 1.613 2.516
C 0.218 0.743 3.993
C -1.274 0.847 3.930
S -1.795 2.508 4.322
H -2.312 2.578 2.048
H -3.591 3.247 3.046
H -1.676 5.267 3.281
H -2.743 5.139 1.846
H 1.140 5.387 2.600
H 1.715 4.202 1.376
H 0.463 3.448 4.112
H 2.191 3.258 3.662
H 0.593 1.316 4.846
H 0.599 -0.276 4.055
H -1.781 0.233 4.714
H -1.703 0.494 2.971
N -0.023 -1.354 -0.791
P 1.110 -2.393 0.027
C 1.667 -3.537 -1.267
C 1.994 -3.013 -2.521
C 2.494 -3.835 -3.549
C 2.644 -5.195 -3.330
C 1.929 -5.720 -2.263
C 1.504 -4.905 -1.198
C 0.180 -3.145 1.344
C 0.856 -4.180 1.949
C 0.332 -4.863 3.057
C -0.725 -4.305 3.705
C -1.537 -3.359 3.064
C -1.096 -2.780 1.878
P -0.681 0.253 -0.602
C -0.758 0.932 -2.306
C -0.357 0.291 -3.514
C -0.562 1.001 -4.702
C -1.062 2.291 -4.692
C -1.342 2.952 -3.538
C -1.256 2.227 -2.324
C -2.429 -0.152 -0.300
C -3.233 0.848 0.322
C -4.488 0.503 0.801
C -5.076 -0.741 0.509
C -4.337 -1.633 -0.250
C -3.040 -1.368 -0.653
H -0.825 -1.894 -1.127
H 1.979 -1.937 -2.697
H 2.803 -3.422 -4.490
H 3.256 -5.806 -3.975
H 1.649 -6.792 -2.279
H 1.129 -5.360 -0.295
H 1.923 -4.360 1.658
H 0.788 -5.814 3.398
H -1.004 -4.568 4.731
H -2.539 -3.162 3.443
H -1.716 -2.015 1.434
H 0.107 -0.660 -3.468
H -0.370 0.566 -5.699
H -1.225 2.734 -5.658
H -1.580 4.027 -3.557
H -1.594 2.721 -1.390
H -2.856 1.863 0.378
H -5.081 1.196 1.465
H -6.043 -1.019 0.964
H -4.678 -2.656 -0.456
H -2.492 -2.130 -1.257
```

***

This record from the OMol25 dataset describes C6H10N2O as an isolated structure. The level of theory is ωB97M-V/def2-TZVPD.

Its HOMO energy is -7.6 eV. Its energy above the lowest of the compared OMol25 structures with the same formula, charge and spin is 88.3 kcal/mol. The orbital gap comes out at 8.285 eV. Its strongest force on any atom is 0.123 Eh/bohr. Its molar mass is 126.16 g mol⁻¹. The energy comes out at -11408.257 eV.

The geometry in XYZ format:
```
19
C6H10N2O | the OMol25 dataset | ωB97M-V/def2-TZVPD
C 0.313 0.085 1.213
C 0.413 2.144 -0.226
C 1.554 -1.563 -0.307
N -0.315 1.004 0.271
N -2.125 -0.688 0.049
C -1.613 0.461 -0.507
C 0.275 -0.984 0.196
C -0.945 -1.345 -0.380
O -2.192 1.252 -1.225
H -2.818 -0.701 0.783
H -0.271 -0.078 2.122
H 1.322 0.412 1.475
H -1.069 -2.228 -0.992
H 0.354 2.168 -1.317
H -0.029 3.076 0.140
H 1.484 2.140 0.008
H 1.502 -1.785 -1.375
H 1.772 -2.495 0.224
H 2.389 -0.874 -0.153
```